Record 1
Computed, not measured: a 2-piece molecular cluster, C16H10ClF4O4 overall in a non-equilibrium geometry, with the ωB97M-V functional and the def2-TZVPD basis.

Summary:
Molar mass in g mol⁻¹: 377.697
ΔE to the lowest compared entry with this formula, charge and spin in kJ/mol: 39.61
Frontier orbital gap in eV: 3.51
Energy in Eh: -1776.30114

Geometry as ORCA input:
```
! RIJCOSX wB97M-V def2-TZVPD def2/J DEFGRID3
* xyz -1 1
F 1.26701 2.65252 1.40809
C -0.07880 2.62131 1.31978
C -0.78564 3.74902 1.06341
F -0.17295 4.93845 0.91332
C -2.23973 3.75942 0.98860
O -2.88906 4.78695 0.71858
C -2.87409 2.46699 1.22076
F -4.21991 2.45984 1.22088
C -2.16174 1.33943 1.47092
F -2.78269 0.16542 1.70162
C -0.71254 1.34740 1.65620
O -0.09581 0.41887 2.20833
C -3.11524 -3.16351 -2.15601
C -1.87511 -2.33056 -2.28955
O -1.32967 -2.17032 -0.97491
C -0.24714 -1.34380 -1.04454
C 0.48301 -1.30454 0.18206
C 1.79797 -0.85811 0.22600
C 2.39009 -0.01170 -0.77617
C 3.69424 0.43375 -0.62547
Cl 4.37015 1.48110 -1.79351
C 4.47611 0.02032 0.46527
C 3.92137 -0.84299 1.43287
C 2.60974 -1.25822 1.32482
O 0.02135 -0.75440 -2.10221
H -3.47695 -3.40697 -3.15277
H -2.89116 -4.09215 -1.61938
H -3.91309 -2.62406 -1.63880
H -1.13670 -2.85117 -2.92086
H -2.08968 -1.34515 -2.72258
H 0.10591 -1.85538 1.02597
H 1.80436 0.28761 -1.63985
H 5.50837 0.35652 0.54928
H 4.51632 -1.18312 2.28191
H 2.12171 -1.88875 2.07798
*
```

***

Record 2
Computed, not measured: an isolated ion of composition C2H9N2 and charge +2 in a non-equilibrium geometry, with the ωB97M-V functional and the def2-TZVPD basis.

Summary:
Molar mass in g mol⁻¹: 61.108
ΔE to the lowest compared entry with this formula, charge and spin in kJ/mol: 233.94
Frontier orbital gap (alpha / beta) in eV: 15.38 / 8.53
Energy in Eh: -190.27681

Geometry as ORCA input:
```
! RIJCOSX wB97M-V def2-TZVPD def2/J DEFGRID3
* xyz 2 2
C 0.44948 0.77262 0.23103
N 0.97537 -0.37019 1.05315
C -0.14396 0.15159 -0.97746
N -1.12896 -0.65296 -0.36479
H -0.26347 1.55010 0.68185
H 1.37345 1.26295 0.05327
H 0.97438 -0.26492 2.12554
H 1.97605 -0.33786 0.84910
H -0.64546 0.89398 -1.66614
H 0.54048 -0.42729 -1.59971
H -1.59381 -1.37920 -0.89682
H -1.93361 -0.13337 0.12819
H -0.57996 -1.06545 0.38280
*
```

***

Record 3
Computed, not measured: C3H2LaO2 as an isolated structure in a non-equilibrium geometry, with the ωB97M-V functional and the def2-TZVPD basis.

Summary:
Molar mass in g mol⁻¹: 208.953
ΔE to the lowest compared entry with this formula, charge and spin in kJ/mol: 0.00
Frontier orbital gap (alpha / beta) in eV: 5.12 / 5.34
Energy in Eh: -296.77662

Geometry as ORCA input:
```
! RIJCOSX wB97M-V def2-TZVPD def2/J DEFGRID3
* xyz 2 2
H 2.42710 -0.69718 -0.88434
O 0.60792 -1.18041 -1.64735
O -1.60378 0.32482 0.71042
C 1.32513 -0.57703 -0.87503
C 0.83084 0.23109 0.24774
C -0.46501 0.27672 0.49769
H 1.50242 0.70065 0.97001
La -4.62462 0.92134 0.98085
*
```

***

Record 4
Computed, not measured: C35H31N5O2P2RuS as an isolated structure in a non-equilibrium geometry, with the ωB97M-V functional and the def2-TZVPD basis.

Summary:
Molar mass in g mol⁻¹: 748.751
ΔE to the lowest compared entry with this formula, charge and spin in kJ/mol: 112.05
Frontier orbital gap (alpha / beta) in eV: 7.79 / 4.96
Energy in Eh: -2951.72381

Geometry as ORCA input:
```
! RIJCOSX wB97M-V def2-TZVPD def2/J DEFGRID3
* xyz 2 5
Ru 0.04100 -0.55800 0.56410
N 2.24140 -1.19280 2.46170
P 2.36050 -0.99290 0.75130
C 3.15290 -2.49400 0.13250
C 3.18310 -2.66290 -1.25060
C 3.98240 -3.64900 -1.80000
C 4.73460 -4.46570 -0.96640
C 4.66880 -4.32010 0.41190
C 3.87250 -3.33550 0.97170
C 3.63860 0.27180 0.53350
C 4.66920 0.12550 -0.39200
C 5.64990 1.09680 -0.48720
C 5.61290 2.20820 0.34000
C 4.56640 2.37670 1.23640
C 3.57490 1.41820 1.32490
P 0.64210 -0.70820 2.86850
C 0.79990 -0.05230 4.55480
C 0.34460 1.20440 4.93620
C 0.47050 1.58680 6.26380
C 1.03140 0.72110 7.18770
C 1.49890 -0.52420 6.79510
C 1.39280 -0.91620 5.47440
C -0.25660 -2.29600 2.95590
C -1.65630 -2.23990 2.95270
C -2.39280 -3.41010 2.93320
C -1.74320 -4.63580 2.91740
C -0.35730 -4.69350 2.95080
C 0.39040 -3.53070 2.95930
H 3.00530 -0.85340 3.04550
H 2.59980 -1.99950 -1.88210
H 4.03330 -3.76930 -2.87290
H 5.38200 -5.21380 -1.39630
H 5.25430 -4.96300 1.05200
H 3.82960 -3.19830 2.04230
H 4.72040 -0.74940 -1.02020
H 6.44680 0.98380 -1.20690
H 6.39740 2.94560 0.28690
H 4.52610 3.25700 1.86130
H 2.74660 1.54350 2.01250
H -0.10280 1.87520 4.21430
H 0.12110 2.55800 6.58000
H 1.10320 1.01600 8.22250
H 1.93430 -1.19200 7.52100
H 1.75140 -1.88450 5.15420
H -2.15510 -1.27670 2.98090
H -3.47080 -3.36490 2.93490
H -2.31940 -5.54800 2.89610
H 0.14200 -5.64970 2.97080
H 1.47030 -3.56820 2.97420
O -1.92650 -0.07140 0.65840
N -2.35410 1.09970 0.48190
N -1.48830 2.01530 0.26660
O -0.22560 1.74300 0.21690
C -1.92540 3.33370 0.07640
C -3.28070 3.60820 -0.12330
C -3.67260 4.92030 -0.29290
C -2.73250 5.94620 -0.25560
C -1.38610 5.66110 -0.05830
C -0.97460 4.35420 0.10430
H -3.99180 2.79830 -0.16730
H -4.71330 5.14430 -0.46510
H -3.05630 6.96760 -0.38020
H -0.66210 6.46120 -0.03180
H 0.06410 4.10100 0.25590
C 1.35610 -6.23670 -0.17860
C 0.19710 -5.31170 -0.24890
C -1.12140 -5.74040 -0.05590
C -2.10510 -4.77290 -0.17670
N -1.82510 -3.53660 -0.52880
C -0.56000 -3.20860 -0.74870
S -0.24970 -1.65200 -1.47780
N 0.44520 -4.05070 -0.57030
H 1.11400 -7.15460 0.35030
H 2.21580 -5.74240 0.26930
H 1.62540 -6.49580 -1.20440
H -1.35850 -6.76700 0.16490
H -3.14950 -4.99290 -0.00070
*
```

***

Record 5
Computed, not measured: a 2-piece molecular cluster, C43H44N3O2Si overall in a non-equilibrium geometry, with the ωB97M-V functional and the def2-TZVPD basis.

Summary:
Molar mass in g mol⁻¹: 662.930
ΔE to the lowest compared entry with this formula, charge and spin in kJ/mol: 0.00
Frontier orbital gap in eV: 6.23
Energy in Eh: -2268.94158

Geometry as ORCA input:
```
! RIJCOSX wB97M-V def2-TZVPD def2/J DEFGRID3
* xyz 1 1
C -2.67406 -0.64244 -0.41958
C -1.90017 -1.80614 -0.38078
C -0.85097 -1.92776 0.54554
C -0.57366 -0.88182 1.44336
Si 0.64267 -0.99519 2.83901
C 1.41630 -2.73579 2.91501
C 2.80267 -2.90144 2.69249
C 3.40298 -4.16730 2.59214
C 2.62518 -5.31317 2.73763
C 1.25448 -5.19347 2.99480
C 0.66829 -3.91518 3.09151
C 2.10472 0.11694 2.56099
C 2.52340 0.44966 1.26592
C 3.55115 1.39244 1.08605
C 4.16969 1.96700 2.20105
C 3.83834 1.55105 3.49056
C 2.83851 0.58349 3.66423
C -0.25409 -0.06153 4.33352
C -1.02809 -1.26513 4.91222
C -2.17578 -0.66193 5.73383
C -2.21557 0.82700 5.35388
N -1.19731 1.03654 4.31776
C -1.32721 0.29819 1.34718
C -2.37811 0.42888 0.43520
H -3.51707 -0.56748 -1.10376
H -2.10992 -2.62898 -1.07189
H -0.24982 -2.83943 0.57363
H 3.43043 -2.02261 2.56386
H 4.47723 -4.24519 2.38760
H 3.08476 -6.29788 2.65622
H 0.64181 -6.08885 3.10735
H -0.40262 -3.84998 3.28301
H 2.03016 -0.00337 0.40081
H 3.82792 1.69490 0.07274
H 4.91771 2.74891 2.05963
H 4.35240 1.95853 4.36723
H 2.64366 0.18343 4.66242
H 0.63471 0.18763 4.95493
H -1.44931 -1.87054 4.09219
H -0.38136 -1.89259 5.53495
H -3.12824 -1.15987 5.52123
H -1.96132 -0.75100 6.80845
H -3.18624 1.11914 4.95730
H -2.07663 1.42783 6.27903
H -0.84961 2.00601 4.30576
H -1.12395 1.12213 2.03406
H -2.96040 1.35239 0.41586
C -0.69612 8.29518 -3.50415
O -1.49554 7.85087 -2.37588
C -0.97870 6.93669 -1.50162
C -1.83490 6.47242 -0.46221
C -1.37971 5.53452 0.43586
C -0.06275 5.05463 0.29227
C 0.83018 5.52785 -0.67676
C 0.36496 6.47132 -1.59243
N 0.17239 4.15124 1.32346
C 1.44795 3.55648 1.60312
C -0.93872 4.00702 2.10860
C -1.93756 4.86522 1.63244
C -3.18800 5.14885 2.19272
C -3.91375 4.64488 3.29309
C -4.03163 3.33998 3.80904
N -4.93755 3.35062 4.84451
C -5.40821 2.20349 5.60654
C -5.42643 4.63498 5.04311
C -4.84451 5.48154 4.07874
C -5.20820 6.82533 4.06010
C -6.08218 7.31452 5.06579
O -6.48914 8.60770 5.20811
C -6.03196 9.64180 4.32613
C -6.62755 6.42710 6.04679
C -6.31258 5.07000 6.02356
H -1.36900 8.94699 -4.06618
H 0.18982 8.86618 -3.17722
H -0.37593 7.44925 -4.13638
H -2.84804 6.85137 -0.40830
H 1.86423 5.20056 -0.69464
H 1.03698 6.87954 -2.35083
H 2.15420 3.74397 0.78632
H 1.85880 3.94976 2.54308
H 1.32616 2.47728 1.73308
H -0.98575 3.32566 2.96315
H -3.69925 5.96343 1.66444
H -3.51924 2.45425 3.45354
H -6.22667 2.51381 6.26869
H -5.76830 1.42461 4.91958
H -4.61725 1.76956 6.23586
H -4.81044 7.49858 3.30242
H -6.41797 10.55501 4.79508
H -4.93286 9.67809 4.26654
H -6.47047 9.52530 3.32295
H -7.31211 6.83946 6.78073
H -6.74863 4.37901 6.74253
*
```

***

Record 6
Computed, not measured: a 4-piece molecular cluster, CH11NO4 overall in a non-equilibrium geometry, with the ωB97M-V functional and the def2-TZVPD basis.

Summary:
Molar mass in g mol⁻¹: 101.102
ΔE to the lowest compared entry with this formula, charge and spin in kJ/mol: 69.03
Frontier orbital gap in eV: 10.05
SMILES: NCO.O.O.O
Energy in Eh: -400.39526

Geometry as ORCA input:
```
! RIJCOSX wB97M-V def2-TZVPD def2/J DEFGRID3
* xyz 0 1
N 0.11766 -1.77485 -2.07058
C -0.43975 -0.49204 -1.73911
O -0.08346 -0.01214 -0.46968
H 1.10483 -1.78228 -2.26145
H -0.00900 -2.44749 -1.32887
H -0.13679 0.15474 -2.56700
H -1.52569 -0.58590 -1.81523
H -0.81194 -0.08824 0.14826
H -2.02193 -0.24619 2.65250
H -0.86895 -1.19381 2.46706
O -1.69080 -0.91356 2.04465
H 0.34856 3.41577 -0.90168
H 1.40366 2.54118 -1.47033
O 1.23059 3.09176 -0.69942
H 0.58146 0.68629 2.75824
H 1.81536 -0.17777 2.37908
O 0.98619 -0.17547 2.87357
*
```

***

Record 7
Computed, not measured: a 2-piece molecular cluster, C5H10O2 overall in a non-equilibrium geometry, with the ωB97M-V functional and the def2-TZVPD basis.

Summary:
Molar mass in g mol⁻¹: 102.133
ΔE to the lowest compared entry with this formula, charge and spin in kJ/mol: 240.54
Frontier orbital gap in eV: 9.11
SMILES: CCC=O.C=CO
Energy in Eh: -346.93382

Geometry as ORCA input:
```
! RIJCOSX wB97M-V def2-TZVPD def2/J DEFGRID3
* xyz 0 1
C -2.64771 -0.55260 -0.09338
C -1.43697 0.12692 -0.74842
C -0.23067 -0.39560 -0.04335
O 0.46573 -1.26530 -0.54886
C 1.95406 1.20108 -0.02797
C 2.59245 0.35733 0.80826
O 2.49309 -0.97053 0.88387
H -3.56700 -0.23179 -0.58689
H -2.57486 -1.64238 -0.17322
H -2.72338 -0.29070 0.96774
H -1.37008 -0.13765 -1.80780
H -1.52342 1.21330 -0.65172
H -0.10386 -0.10885 1.01596
H 1.70476 -1.27556 0.30147
H 2.02594 2.25292 0.20837
H 1.64638 0.93548 -1.03300
H 3.29554 0.78393 1.52894
*
```

***

Record 8
Computed, not measured: a 2-piece molecular cluster, C4H9O overall in a non-equilibrium geometry, with the ωB97M-V functional and the def2-TZVPD basis.

Summary:
Molar mass in g mol⁻¹: 73.115
ΔE to the lowest compared entry with this formula, charge and spin in kJ/mol: 99.23
Frontier orbital gap in eV: 6.59
Energy in Eh: -232.98116

Geometry as ORCA input:
```
! RIJCOSX wB97M-V def2-TZVPD def2/J DEFGRID3
* xyz -1 1
C 0.83679 -1.37658 -0.74534
O 0.33928 -0.16062 -1.03671
C 2.29733 -1.30931 -0.23898
H 0.84892 -2.06893 -1.63033
H 0.25398 -1.92291 0.04318
H 2.78292 -2.29516 -0.16847
H 2.34435 -0.82769 0.74265
H 2.84288 -0.66990 -0.93933
C -1.83017 2.00817 1.52248
C -2.00072 1.16981 0.50117
H -2.67411 2.48540 2.01831
H -0.83954 2.25579 1.88492
H -2.91898 0.60616 0.38050
H -1.12704 0.94626 -0.12114
*
```